Computed, not measured: C19H22N4O4S2 in the gas phase at a distorted geometry, with wB97M-V/def2-TZVPD.

Summary:
structure (SMILES)	CCCCN(CC)S(=O)(=O)c1ccc(C(=O)Nc2nnc(-c3cccs3)o2)cc1
spin multiplicity	1
Kohn-Sham gap	8.045	eV
relative energy (zero: lowest compared OMol25 entry of this formula, charge and spin)	255.9	kJ/mol
largest force on an atom	0.0328	Eh/bohr
energy	-2053.56213	hartree

Each line ends with the Mulliken charge.
CARTESIAN COORDINATES (ANGSTROEM)
C 5.1452 -0.4193 -0.1937  -1.38
C 4.3787 -1.6817 0.1848  -0.03
C 4.7095 -2.8688 -0.7186  -0.76
C 4.2584 -2.6646 -2.1667  -0.97
N 2.8432 -2.3934 -2.2812  0.28
C 1.9111 -3.4979 -2.2343  -0.79
C 1.1749 -3.5862 -0.8989  -0.88
S 2.3577 -1.0997 -3.2070  1.30
O 1.6731 -1.5385 -4.3916  -0.74
O 3.4668 -0.2028 -3.3452  -0.70
C 1.1364 -0.3353 -2.1342  -0.06
C 1.5587 0.4558 -1.0828  -0.32
C 0.6181 1.0110 -0.2347  -0.93
C -0.7416 0.7948 -0.4552  0.61
C -1.6972 1.4089 0.5106  0.42
O -1.4345 1.6057 1.6700  -0.62
N -2.9148 1.7441 -0.0521  -0.12
C -3.9664 2.3088 0.6112  0.49
N -5.0773 2.6769 0.0470  -0.54
N -5.8567 3.1691 1.0259  -0.38
C -5.1856 3.0773 2.1362  0.45
C -5.6123 3.4755 3.4346  0.32
C -6.8173 4.0405 3.7699  -0.60
C -6.9145 4.3114 5.1444  -0.44
C -5.7933 3.9524 5.8300  -0.43
S -4.5882 3.2742 4.8170  -0.09
O -3.9551 2.5270 1.9324  -0.23
C -1.1526 -0.0009 -1.5232  -0.72
C -0.2073 -0.5684 -2.3602  -0.50
H 4.9242 0.3806 0.5103  0.36
H 4.8782 -0.0846 -1.1931  0.30
H 6.2171 -0.6049 -0.1693  0.37
H 4.6212 -1.9514 1.2158  0.40
H 3.3050 -1.4899 0.1331  0.08
H 5.7886 -3.0351 -0.7252  0.45
H 4.2369 -3.7685 -0.3192  0.27
H 4.7679 -1.8042 -2.5990  0.54
H 4.5227 -3.5505 -2.7603  0.32
H 2.4485 -4.4332 -2.4217  0.42
H 1.1926 -3.3541 -3.0460  0.48
H 0.6344 -2.6649 -0.6969  0.11
H 1.8730 -3.7599 -0.0851  0.23
H 0.4642 -4.4083 -0.9287  0.43
H 2.6127 0.6339 -0.9504  0.59
H 0.9154 1.6208 0.6048  0.47
H -3.0654 1.6505 -1.0462  0.30
H -7.5802 4.2411 3.0415  0.49
H -7.7780 4.7535 5.6071  0.39
H -5.6028 4.0475 6.8807  0.44
H -2.1995 -0.2094 -1.6887  0.41
H -0.4937 -1.1845 -3.1977  0.49